A cluster of 7 separate species, C9H13Br4Cl15 in total in a non-equilibrium geometry, computed with ωB97M-V with the def2-TZVPD basis set.

ORCA input file:
```
! wB97M-V def2-TZVPD RIJCOSX def2/J DEFGRID3
* xyz 0 1
Cl -4.2957 -2.4256 1.8287
C -4.7215 -1.8958 0.2277
Cl -3.7688 -0.4566 -0.2048
Cl -6.4590 -1.4904 0.0821
H -4.5365 -2.6434 -0.5318
Cl 4.5194 -4.5997 -1.2446
C 3.1518 -5.1877 -0.2933
Cl 2.0498 -3.8643 0.1244
Cl 3.7425 -5.9470 1.2010
H 2.6056 -5.9199 -0.8708
Cl 1.7314 2.0577 -4.4098
C 2.3291 0.3953 -4.4024
Cl 2.7658 -0.1092 -6.0374
Cl 1.1396 -0.7013 -3.7391
H 3.1977 0.3211 -3.7572
Cl 3.5606 1.9037 -0.9921
C 2.7984 0.6811 -0.0016
Cl 3.4147 0.7246 1.6756
Cl 3.0315 -0.9472 -0.6516
H 1.7361 0.8637 0.1168
Cl -3.2440 2.5025 2.1839
C -2.1377 1.7579 3.3370
Cl -3.0647 0.7500 4.4665
Cl -1.1975 3.0092 4.2126
H -1.3847 1.1679 2.8308
Br 0.0924 2.4815 -1.1366
C -0.8545 3.8730 -0.1189
C -0.4712 3.9005 1.3406
Br 1.4705 3.8810 1.6979
H -1.9330 3.7397 -0.1782
H -0.5837 4.7809 -0.6478
H -0.8504 3.0486 1.8915
H -0.8308 4.8384 1.7574
Br 0.1884 0.0961 1.8060
C -0.5282 -1.3696 0.7687
C -0.2081 -1.2121 -0.6965
Br -0.9873 -2.7658 -1.6194
H -1.5964 -1.4531 0.9379
H -0.0439 -2.2828 1.1074
H 0.8576 -1.1519 -0.9045
H -0.6852 -0.3510 -1.1559
*
```

Values from the calculation:
Energy in hartree: -17549.62937
Frontier orbital gap in eV: 10.4
Energy relative to the best compared isomer or geometry (same formula, charge and spin) in kcal per mole: 16.10
LUMO energy in eV: 0.2

Want to see where the charge sits? The natural (NBO) charges in e are:
1. Cl 0.046
2. C -0.278
3. Cl 0.000
4. Cl 0.006
5. H 0.235
6. Cl 0.023
7. C -0.270
8. Cl 0.006
9. Cl 0.015
10. H 0.230
11. Cl 0.023
12. C -0.292
13. Cl 0.018
14. Cl 0.020
15. H 0.234
16. Cl 0.036
17. C -0.323
18. Cl 0.000
19. Cl 0.016
20. H 0.255
21. Cl 0.009
22. C -0.302
23. Cl 0.024
24. Cl -0.004
25. H 0.242
26. Br -0.023
27. C -0.440
28. C -0.439
29. Br -0.021
30. H 0.236
31. H 0.228
32. H 0.220
33. H 0.236
34. Br 0.034
35. C -0.462
36. C -0.465
37. Br -0.022
38. H 0.241
39. H 0.227
40. H 0.243
41. H 0.238

---

A structure of composition C22H29Al2Br3Cl2F5LiN2O9S in a non-equilibrium geometry, computed with ωB97M-V with the def2-TZVPD basis set.

ORCA input file:
```
! wB97M-V def2-TZVPD RIJCOSX def2/J DEFGRID3
* xyz 0 1
O 2.0424 -1.8227 0.7377
S 1.4951 -2.1763 -0.5763
O 2.4497 -2.8186 -1.3828
C 0.1207 -3.3164 -0.4826
C -1.0057 -2.6990 -1.3187
Cl -2.3760 -3.8101 -1.4943
C -1.4057 -1.3722 -0.6624
C -0.3416 -0.3051 -0.8829
O 0.9630 -0.8158 -1.3821
H -0.2371 -3.3678 0.5452
H 0.4460 -4.2910 -0.8390
H -0.5818 -2.4954 -2.3002
H -2.3912 -1.0123 -0.9359
H -1.4322 -1.5748 0.4134
H -0.7232 0.4049 -1.6104
H -0.2356 0.3217 0.0780
Al 1.3749 0.2674 0.5162
Br -2.9316 2.5238 -1.2115
C -1.7797 3.5572 -2.5087
C -1.8049 3.0043 -3.8956
Br -0.7219 1.3881 -4.0432
H -0.7558 3.5453 -2.0788
H -2.1847 4.5656 -2.4640
H -1.3487 3.7278 -4.5677
H -2.7913 2.7429 -4.2566
C -2.1617 7.0436 2.9697
C -1.1249 6.6933 3.8254
C -0.5483 5.4378 3.7400
C -1.0194 4.5486 2.7896
C -2.0541 4.8777 1.9348
C -2.6276 6.1352 2.0292
N -0.3931 3.2357 2.6885
O 0.4997 2.9547 3.4713
O -0.7978 2.4617 1.8316
H -2.6063 8.0276 3.0359
H -0.7635 7.4011 4.5583
H 0.2577 5.1621 4.4030
H -2.4132 4.1710 1.2036
H -3.4368 6.4079 1.3657
C -0.8554 -5.7413 -4.8233
C -0.2030 -4.3834 -4.7542
O -0.8252 -3.4119 -4.2597
N 1.0207 -4.2662 -5.2270
C 1.8545 -5.3023 -5.8338
H -1.8504 -5.6747 -4.4007
H -0.9485 -6.0734 -5.8556
H -0.2922 -6.4743 -4.2474
H 1.4092 -3.3358 -5.1468
H 2.7665 -5.4012 -5.2459
H 2.1118 -4.9972 -6.8475
H 1.3381 -6.2556 -5.8668
F 2.7723 -6.1687 -1.3966
Al 4.1657 -5.8840 -2.3366
F 5.2476 -4.9396 -1.4766
F 3.6627 -5.0427 -3.7332
F 4.8519 -7.3465 -2.7835
Br -2.8040 1.2848 1.4173
Cl -4.7295 3.0260 -2.6121
F -1.4748 -1.0159 7.5431
C -0.3890 -0.2216 7.4275
C -0.3888 0.7771 6.4753
C 0.7268 1.5944 6.3614
C 1.8231 1.3955 7.1905
C 1.8024 0.3817 8.1387
C 0.6867 -0.4335 8.2654
H -1.2509 0.9091 5.8342
H 0.7386 2.3832 5.6255
H 2.6934 2.0311 7.0964
H 2.6573 0.2232 8.7824
H 0.6466 -1.2242 9.0026
Li -2.7759 -4.5216 -3.7191
C 1.9646 3.4073 -2.4796
O 2.7342 3.6763 -3.3942
O 2.3776 2.2869 -1.6816
O 0.8854 3.9223 -2.1225
H 3.1959 2.0873 -2.1593
*
```

Values from the calculation:
Energy in hartree: -11674.74544
Frontier orbital gap in eV: 4.6
LUMO energy in eV: -3.7

Want to see where the charge sits? The Mulliken charges in e are:
1. O -0.530
2. S 1.264
3. O -0.494
4. C -1.089
5. C 0.377
6. Cl -0.429
7. C -1.216
8. C 0.990
9. O -0.353
10. H 0.447
11. H 0.511
12. H 0.475
13. H 0.521
14. H 0.416
15. H -0.476
16. H 0.432
17. Al -0.085
18. Br 0.509
19. C -0.580
20. C -0.415
21. Br -0.133
22. H 0.143
23. H 0.603
24. H 0.404
25. H 0.411
26. C -0.428
27. C -0.548
28. C -0.339
29. C 0.059
30. C 0.124
31. C -0.603
32. N 0.876
33. O -0.627
34. O -0.144
35. H 0.386
36. H 0.387
37. H 0.457
38. H 0.173
39. H 0.399
40. C -1.304
41. C 1.068
42. O -0.759
43. N -0.066
44. C -0.814
45. H -0.064
46. H 0.413
47. H 0.398
48. H 0.243
49. H 0.278
50. H 0.331
51. H 0.336
52. F -0.396
53. Al 0.516
54. F -0.376
55. F -0.379
56. F -0.368
57. Br -0.565
58. Cl -0.330
59. F -0.316
60. C 0.411
61. C -0.588
62. C 0.001
63. C -0.758
64. C -0.244
65. C -0.541
66. H 0.476
67. H 0.416
68. H 0.390
69. H 0.365
70. H 0.409
71. Li 0.873
72. C 0.574
73. O -0.692
74. O -0.308
75. O -0.740
76. H 0.236

---

The molecule C4H6N2 in a non-equilibrium geometry, computed with ωB97M-V with the def2-TZVPD basis set.

ORCA input file:
```
! wB97M-V def2-TZVPD RIJCOSX def2/J DEFGRID3
* xyz 0 1
C 1.2437 1.3130 0.1334
N 0.3318 0.4921 -0.6358
C -0.9856 -0.4949 -0.5668
C -1.8419 -0.9729 0.3016
C 0.6724 -1.2169 -0.3049
N 1.2746 -2.1876 -0.0801
H -0.6833 0.9810 -0.8548
H 1.2200 2.3180 -0.2958
H 0.9922 1.3943 1.1940
H 2.2652 0.9361 0.0378
H -2.8614 -0.6039 0.3445
H -1.6277 -1.9583 0.7269
*
```

Values from the calculation:
Energy in hartree: -265.12822
Frontier orbital gap (spin up / spin down) in eV: 6.8 / 7.2
Energy relative to the best compared isomer or geometry (same formula, charge and spin) in kcal per mole: 255.62
LUMO energy (spin up / spin down) in eV: -1.2 / -0.9

Want to see where the charge sits? The natural (NBO) charges in e are:
1. C -0.396
2. N -0.677
3. C -0.019
4. C -0.390
5. C 0.292
6. N -0.362
7. H 0.499
8. H 0.217
9. H 0.191
10. H 0.217
11. H 0.204
12. H 0.224

---

A structure of composition C4H8FN3 in a non-equilibrium geometry, computed with ωB97M-V with the def2-TZVPD basis set.

ORCA input file:
```
! wB97M-V def2-TZVPD RIJCOSX def2/J DEFGRID3
* xyz 0 1
C 1.9350 0.6902 -0.0774
C 1.1220 -0.7871 -0.3824
C 0.0778 -1.2205 0.6102
C -3.0017 -0.0806 -0.3048
H 0.8200 2.0282 1.2721
H -0.1459 1.8130 -0.4080
H 2.4549 0.5998 0.8026
H 2.6385 0.6855 -0.9946
H 0.6958 -0.8806 -1.3781
H 0.3875 -1.8737 1.4835
H -3.5984 -0.4394 0.5018
H -3.6491 0.3609 -1.0777
N 1.0884 1.8857 0.1175
N -1.1770 -0.8055 0.6543
N -1.7553 -0.2440 -0.4914
F 2.1075 -1.7320 -0.3276
*
```

Values from the calculation:
Energy in hartree: -421.17394
Frontier orbital gap in eV: 9.4
Energy relative to the best compared isomer or geometry (same formula, charge and spin) in kcal per mole: 93.95
LUMO energy in eV: 0.2

Want to see where the charge sits? The natural (NBO) charges in e are:
1. C -0.209
2. C 0.118
3. C 0.092
4. C -0.030
5. H 0.368
6. H 0.378
7. H 0.195
8. H 0.200
9. H 0.192
10. H 0.208
11. H 0.171
12. H 0.174
13. N -0.858
14. N -0.322
15. N -0.311
16. F -0.364

---

A cluster of 2 separate species, C3H11N2O in total in a non-equilibrium geometry, computed with ωB97M-V with the def2-TZVPD basis set.

ORCA input file:
```
! wB97M-V def2-TZVPD RIJCOSX def2/J DEFGRID3
* xyz 1 1
C 0.2428 -0.7688 1.4351
C 1.2088 0.8445 -0.0356
C -0.4922 -0.5815 -0.9803
N -1.0535 1.1073 0.5468
N -0.0421 0.1739 0.2952
O -1.7368 -0.9987 -0.7474
H 0.4855 -1.7768 1.0563
H 1.0370 -0.4095 1.9762
H -0.6099 -0.8852 2.0564
H 1.3948 1.4702 0.9040
H 2.0309 0.2492 -0.3134
H 1.0741 1.5671 -0.8620
H -0.2576 -0.0486 -1.9519
H 0.8718 -2.4787 -2.6157
H -0.6527 1.8171 1.1845
H -1.3382 1.5731 -0.3592
H -2.1627 -0.8545 -1.5889
*
```

Values from the calculation:
Energy in hartree: -305.16307
Frontier orbital gap (spin up / spin down) in eV: 10.1 / 9.9
Energy relative to the best compared isomer or geometry (same formula, charge and spin) in kcal per mole: 181.77
LUMO energy (spin up / spin down) in eV: -3.5 / -4.6

Want to see where the charge sits? The natural (NBO) charges in e are:
1. C -0.411
2. C -0.429
3. C 0.280
4. N -0.618
5. N -0.123
6. O -0.622
7. H 0.254
8. H 0.225
9. H 0.256
10. H 0.225
11. H 0.251
12. H 0.233
13. H 0.194
14. H 0.009
15. H 0.381
16. H 0.385
17. H 0.510

---

A structure of composition C29H32IrN5OS2 in a non-equilibrium geometry, computed with ωB97M-V with the def2-TZVPD basis set.

ORCA input file:
```
! wB97M-V def2-TZVPD RIJCOSX def2/J DEFGRID3
* xyz 1 2
Ir 0.1651 0.1018 -0.2068
C 3.0242 -0.2871 0.4897
N 1.8290 -1.1742 0.4332
C 1.5605 -1.7150 1.7872
C 0.1476 -2.1634 1.9557
N -0.7070 -0.9837 1.8487
C -2.1322 -1.3286 1.6209
C -0.6072 -0.1760 3.0584
C -1.0605 -0.6659 4.2808
C -0.9909 0.1134 5.4192
C -0.4676 1.3999 5.3434
C -0.0057 1.8847 4.1351
C -0.0765 1.0922 2.9875
S 0.5002 1.7514 1.4815
C 1.9829 -2.2582 -0.5495
C 3.2346 -2.8333 -0.7491
C 3.4095 -3.8699 -1.6481
C 2.3169 -4.3524 -2.3581
C 1.0721 -3.7833 -2.1586
C 0.8977 -2.7202 -1.2691
S -0.6738 -1.9669 -1.1526
H 3.8175 -0.7447 1.0829
H 2.7436 0.6504 0.9561
H 3.3835 -0.0928 -0.5171
H 1.7722 -0.9217 2.5064
H 2.2451 -2.5436 1.9803
H 0.0457 -2.6415 2.9332
H -0.1393 -2.8921 1.2007
H -2.5391 -1.9017 2.4553
H -2.2315 -1.9134 0.7147
H -2.6994 -0.4055 1.5170
H -1.4860 -1.6599 4.3497
H -1.3517 -0.2772 6.3606
H -0.4257 2.0251 6.2250
H 0.4069 2.8818 4.0533
H 4.0932 -2.4740 -0.1970
H 4.3906 -4.3042 -1.7814
H 2.4411 -5.1536 -3.0748
H 0.2070 -4.1476 -2.6985
N 0.8942 0.1726 -2.1332
C 0.9070 0.0021 -3.2728
N 0.9288 -0.1617 -4.5635
C -0.0629 -1.0081 -5.2468
C 0.6115 -2.2964 -5.6896
O 1.7755 -2.0315 -6.4545
C 2.7333 -1.2824 -5.7306
C 2.1604 0.0685 -5.3375
H -0.4221 -0.4594 -6.1187
H -0.8995 -1.2117 -4.5800
H -0.0540 -2.8674 -6.3342
H 0.8722 -2.8960 -4.8090
H 3.5942 -1.1566 -6.3844
H 3.0388 -1.8304 -4.8282
H 1.8923 0.6297 -6.2337
H 2.8653 0.6504 -4.7462
C 0.8886 3.0871 -1.5124
C -0.4429 2.8675 -1.8850
C -0.8018 2.6770 -3.2470
C -2.1038 2.4616 -3.6169
C -3.1191 2.4165 -2.6457
C -2.8031 2.6028 -1.2972
C -1.4950 2.8288 -0.9159
C -4.4839 2.1928 -3.0238
N -5.5827 2.0031 -3.3032
H 1.1580 3.2931 -0.4869
H 1.6805 3.1159 -2.2488
H -0.0179 2.7170 -3.9944
H -2.3682 2.3398 -4.6592
H -3.5992 2.5928 -0.5645
H -1.2553 3.0479 0.1127
*
```

Values from the calculation:
Energy in hartree: -2373.69176
Frontier orbital gap (spin up / spin down) in eV: 5.8 / 6.0
Energy relative to the best compared isomer or geometry (same formula, charge and spin) in kcal per mole: 0.00
LUMO energy (spin up / spin down) in eV: -4.4 / -4.4

Want to see where the charge sits? The natural (NBO) charges in e are:
1. Ir 0.985
2. C -0.432
3. N -0.330
4. C -0.242
5. C -0.247
6. N -0.441
7. C -0.422
8. C 0.155
9. C -0.239
10. C -0.214
11. C -0.178
12. C -0.203
13. C -0.219
14. S -0.257
15. C 0.048
16. C -0.171
17. C -0.231
18. C -0.181
19. C -0.227
20. C -0.183
21. S -0.141
22. H 0.210
23. H 0.255
24. H 0.227
25. H 0.237
26. H 0.233
27. H 0.225
28. H 0.243
29. H 0.202
30. H 0.234
31. H 0.222
32. H 0.217
33. H 0.230
34. H 0.231
35. H 0.232
36. H 0.218
37. H 0.232
38. H 0.233
39. H 0.232
40. N -0.488
41. C 0.629
42. N -0.455
43. C -0.238
44. C -0.087
45. O -0.507
46. C -0.085
47. C -0.233
48. H 0.219
49. H 0.239
50. H 0.218
51. H 0.174
52. H 0.217
53. H 0.172
54. H 0.221
55. H 0.225
56. C -0.277
57. C -0.137
58. C -0.146
59. C -0.170
60. C -0.167
61. C -0.149
62. C -0.233
63. C 0.255
64. N -0.269
65. H 0.209
66. H 0.191
67. H 0.208
68. H 0.233
69. H 0.237
70. H 0.252

---

- Which of these has the lowest energy?
  C9H13Br4Cl15

---

- Which of these has the highest energy?
  C4H6N2

---

Repeat the fourth record exactly.
A structure of composition C4H8FN3 in a non-equilibrium geometry, computed with ωB97M-V with the def2-TZVPD basis set.

ORCA input file:
```
! wB97M-V def2-TZVPD RIJCOSX def2/J DEFGRID3
* xyz 0 1
C 1.9350 0.6902 -0.0774
C 1.1220 -0.7871 -0.3824
C 0.0778 -1.2205 0.6102
C -3.0017 -0.0806 -0.3048
H 0.8200 2.0282 1.2721
H -0.1459 1.8130 -0.4080
H 2.4549 0.5998 0.8026
H 2.6385 0.6855 -0.9946
H 0.6958 -0.8806 -1.3781
H 0.3875 -1.8737 1.4835
H -3.5984 -0.4394 0.5018
H -3.6491 0.3609 -1.0777
N 1.0884 1.8857 0.1175
N -1.1770 -0.8055 0.6543
N -1.7553 -0.2440 -0.4914
F 2.1075 -1.7320 -0.3276
*
```

Values from the calculation:
Energy in hartree: -421.17394
Frontier orbital gap in eV: 9.4
Energy relative to the best compared isomer or geometry (same formula, charge and spin) in kcal per mole: 93.95
LUMO energy in eV: 0.2

Want to see where the charge sits? The natural (NBO) charges in e are:
1. C -0.209
2. C 0.118
3. C 0.092
4. C -0.030
5. H 0.368
6. H 0.378
7. H 0.195
8. H 0.200
9. H 0.192
10. H 0.208
11. H 0.171
12. H 0.174
13. N -0.858
14. N -0.322
15. N -0.311
16. F -0.364

---

- Which of these has the highest energy?
  C4H6N2